Entry 1:
C2H6N4S2 in the gas phase at a distorted geometry, computed with ωB97M-V/def2-TZVPD.

Geometry (Å):
N: -0.176 -1.101 0.112
N: -0.318 0.356 -0.115
C: -1.501 0.965 0.060
N: -2.670 0.628 0.010
S: -3.279 -0.912 -0.089
C: 0.917 1.006 -0.165
N: 2.135 0.693 -0.129
S: 2.715 -0.926 -0.052
H: 0.301 -1.530 -0.730
H: 0.619 -1.138 0.900
H: -1.395 2.046 0.228
H: -2.153 -1.748 -0.305
H: 0.806 2.136 -0.010
H: 3.999 -0.474 0.287

Computed properties:
Largest force on an atom in eV/Å: 5.19
E in a.u.: -1095.07859
Charge: 0

Entry 2:
A molecular structure, C6H8LiO6Tl at a distorted geometry, computed with ωB97M-V/def2-TZVPD.

Geometry (Å):
Li: -4.689 -0.930 1.213
O: 0.069 -1.654 0.729
O: 2.155 -0.892 1.147
C: 3.181 -0.251 0.418
C: 2.522 0.101 -0.931
O: 1.269 -0.543 -0.877
C: 0.906 -0.689 0.505
H: 3.533 0.648 0.944
H: 4.021 -0.949 0.305
H: 3.078 -0.286 -1.794
H: 2.397 1.190 -1.048
Tl: -2.026 -2.041 0.845
O: 0.786 1.305 1.926
O: -0.836 1.109 0.485
C: -1.464 0.649 -0.724
C: -2.940 0.413 -0.453
O: -3.166 -0.681 0.371
C: 0.306 0.673 1.012
H: -1.338 1.447 -1.469
H: -0.975 -0.256 -1.099
H: -3.431 0.274 -1.438
H: -3.358 1.364 -0.066

Computed properties:
Largest force on an atom in eV/Å: 10.87
E in a.u.: -864.80510
Charge: 0

Entry 3:
A molecular structure, C16H31FeN4O8P3 at a distorted geometry, computed with ωB97M-V/def2-TZVPD.

Geometry (Å):
Fe: -0.552 0.057 0.454
N: 1.399 -2.998 2.824
C: -0.070 -2.977 2.464
C: -0.828 -4.133 3.073
P: -0.125 -3.038 0.600
O: 1.030 -4.188 0.443
O: -1.407 -3.453 0.034
O: 0.529 -1.739 0.130
P: -0.584 -1.260 2.938
O: -0.864 -1.387 4.509
O: -1.792 -0.736 2.231
O: 0.673 -0.465 2.683
H: 1.905 -3.566 2.135
H: 1.561 -3.340 3.771
H: 1.663 -1.983 2.760
H: -0.361 -5.078 2.789
H: -1.840 -4.133 2.671
H: -0.883 -4.061 4.160
H: 0.770 -4.817 -0.245
H: -1.813 -1.346 4.697
N: -1.804 1.805 1.196
C: -3.233 1.604 0.989
C: -3.504 0.199 0.265
O: -4.618 -0.256 0.344
O: -2.446 -0.157 -0.328
H: -1.515 1.577 2.139
H: -1.478 2.717 0.912
H: -3.655 2.338 0.305
H: -3.818 1.549 1.904
C: -2.138 -0.183 -4.583
C: -2.086 -0.220 -3.057
P: -0.539 0.392 -2.268
C: -0.497 2.133 -2.907
C: 0.534 3.044 -2.245
C: 0.728 -0.485 -3.291
C: 2.167 -0.398 -2.790
H: -3.132 -0.495 -4.898
H: -1.419 -0.863 -5.035
H: -1.967 0.819 -4.976
H: -2.233 -1.239 -2.694
H: -2.900 0.374 -2.646
H: -1.498 2.538 -2.747
H: -0.315 2.088 -3.981
H: 0.399 3.048 -1.165
H: 0.423 4.062 -2.615
H: 1.551 2.718 -2.460
H: 0.656 -0.080 -4.301
H: 0.417 -1.532 -3.307
H: 2.493 0.635 -2.670
H: 2.830 -0.880 -3.507
H: 2.261 -0.911 -1.834
N: 2.588 5.572 2.895
C: 2.566 4.527 2.419
C: 2.541 3.232 1.816
C: 3.706 2.476 1.697
C: 3.624 1.239 1.084
C: 2.398 0.807 0.611
N: 1.280 1.533 0.716
C: 1.351 2.714 1.317
H: 4.644 2.859 2.074
H: 4.498 0.615 0.973
H: 2.294 -0.159 0.135
H: 0.436 3.288 1.391

Computed properties:
<S²>: 8.76
Largest force on an atom in eV/Å: 3.64
Multiplicity: 6
E in a.u.: -3737.03576
Charge: +1

Entry 4:
5 unconnected molecules or ions with the total composition C29H48O8 at a distorted geometry, computed with ωB97M-V/def2-TZVPD.

Geometry (Å):
C: 4.887 -2.060 -0.668
C: 4.775 -0.630 -1.528
C: 5.575 0.652 -0.864
C: 5.493 2.084 -1.670
C: 4.680 2.201 -3.090
C: 3.898 0.902 -3.718
C: 3.919 -0.552 -2.962
C: 3.154 -1.826 -3.655
C: 1.528 -1.860 -3.446
C: 0.925 -2.515 -2.231
C: -0.740 -2.549 -2.120
O: -1.358 -3.591 -1.514
C: -1.636 -1.324 -2.801
C: -3.070 -0.857 -2.128
C: -2.787 0.624 -1.411
O: -3.403 1.745 -2.156
C: -2.399 2.402 -3.019
O: -1.485 3.304 -2.570
C: -1.028 -0.677 -4.031
C: 0.445 -1.234 -4.554
O: 0.798 -1.228 -5.866
H: 3.853 -2.639 -0.676
H: 5.702 -2.740 -1.202
H: 5.260 -1.896 0.430
H: 6.145 0.526 0.177
H: 6.029 3.043 -1.206
H: 4.634 3.233 -3.663
H: 3.311 0.950 -4.754
H: 3.581 -2.821 -3.170
H: 3.337 -1.784 -4.833
H: 1.564 -3.001 -1.374
H: -3.953 -0.790 -2.905
H: -3.360 -1.578 -1.252
H: -3.107 0.625 -0.283
H: -1.622 0.796 -1.448
H: -2.403 2.195 -4.176
H: -1.594 0.189 -4.586
C: -4.915 -0.361 3.099
C: -5.747 -0.641 1.857
C: -6.701 -1.803 2.079
O: -4.880 -0.943 0.767
H: -4.302 -1.230 3.364
H: -4.224 0.470 2.920
H: -5.553 -0.109 3.952
H: -6.315 0.255 1.585
H: -6.152 -2.723 2.308
H: -7.284 -2.001 1.174
H: -7.392 -1.595 2.902
H: -4.371 -1.738 0.999
C: 0.898 6.360 -5.439
C: 1.006 4.923 -5.922
C: -0.269 4.474 -6.617
O: 1.265 4.069 -4.811
H: 0.084 6.469 -4.713
H: 1.818 6.666 -4.930
H: 0.715 7.044 -6.273
H: 1.853 4.829 -6.611
H: -1.124 4.515 -5.933
H: -0.181 3.433 -6.949
H: -0.487 5.101 -7.487
H: 0.518 4.146 -4.194
C: -4.037 -1.995 8.095
C: -3.819 -1.353 6.733
C: -2.761 -0.263 6.797
O: -5.047 -0.794 6.273
H: -4.386 -1.255 8.825
H: -4.810 -2.769 8.036
H: -3.115 -2.448 8.470
H: -3.516 -2.119 6.010
H: -3.064 0.537 7.481
H: -2.624 0.198 5.813
H: -1.800 -0.665 7.133
H: -5.323 -0.114 6.909
C: 5.446 -1.317 4.783
C: 4.614 -1.597 3.542
C: 3.660 -2.759 3.764
O: 5.481 -1.899 2.451
H: 6.059 -2.186 5.049
H: 6.137 -0.486 4.604
H: 4.809 -1.065 5.637
H: 4.046 -0.701 3.270
H: 4.210 -3.679 3.993
H: 3.077 -2.957 2.858
H: 2.969 -2.551 4.587
H: 5.990 -2.694 2.684

Computed properties:
Largest force on an atom in eV/Å: 9.20
E in a.u.: -1735.07090
Charge: 0

Entry 5:
A molecular structure, C12H31GeN5O2PbSSi3, computed with ωB97M-V/def2-TZVPD.

Geometry (Å):
Pb: 0.658 -0.609 0.861
N: 0.893 -0.858 7.600
C: 1.552 -0.604 6.483
N: 2.879 -0.496 6.496
N: 0.821 -0.446 5.376
C: 1.038 -0.229 4.166
N: 1.080 -0.009 3.006
H: 1.360 -1.008 8.480
H: -0.108 -0.966 7.568
H: 3.409 -0.646 7.340
H: 3.393 -0.371 5.643
O: 4.413 -0.791 0.654
C: 3.309 -0.642 0.649
O: -1.852 0.566 0.806
S: -2.560 0.711 -0.609
N: -1.651 1.940 -1.118
C: 3.468 3.682 1.266
Si: 3.247 4.399 -0.388
C: 3.647 3.330 -1.794
C: 2.579 6.063 -0.569
Ge: -0.538 2.038 0.493
Si: -1.862 3.600 1.964
C: -3.636 3.201 1.664
C: -1.171 3.037 3.591
C: -1.322 5.317 1.531
Si: -1.794 2.743 -2.761
C: -0.418 2.017 -3.768
C: -3.497 2.386 -3.385
C: -1.451 4.514 -2.337
H: 4.514 3.382 1.399
H: 2.849 2.784 1.366
H: 3.210 4.383 2.059
H: 4.542 2.741 -1.580
H: 3.810 3.892 -2.715
H: 2.817 2.633 -1.967
H: 3.403 6.790 -0.565
H: 1.920 6.313 0.265
H: 2.047 6.187 -1.514
H: -3.809 2.638 0.746
H: -4.213 4.125 1.589
H: -4.032 2.611 2.492
H: -1.409 1.989 3.787
H: -1.600 3.631 4.403
H: -0.086 3.162 3.618
H: -1.346 5.520 0.460
H: -0.319 5.514 1.917
H: -1.997 6.033 2.009
H: -0.253 0.962 -3.536
H: 0.518 2.561 -3.616
H: -0.649 2.077 -4.834
H: -4.072 1.722 -2.735
H: -3.455 1.915 -4.369
H: -4.071 3.308 -3.491
H: -0.558 4.598 -1.707
H: -2.290 4.970 -1.807
H: -1.277 5.107 -3.239

Computed properties:
<S²>: 0.76
Largest force on an atom in eV/Å: 0.77
Multiplicity: 2
E in a.u.: -4435.67312
Charge: +3